ORCA calculation (ωB97M-V/def2-TZVPD) on a cluster of 6 separate species, C31H47N7O5 in total.

HOMO	-7.88	eV
strongest force on any atom	2.39	eV/Å
2S+1	1
electronic energy	-53576.383	eV
Kohn-Sham gap	7.8	eV
SMILES	CC(=O)OCCCCCNC(=O)OC[C@H](O)CN.c1cc[nH]c1.c1cc[nH]c1.c1cc[nH]c1.c1cc[nH]c1.c1cc[nH]c1

Geometry as XYZ:
```
90
Properties=species:S:1:pos:R:3:lowdin_charge:R:1
C 1.9673 1.9681 2.9996 0.015
C 1.5113 2.6972 4.2411 -0.482
O 2.3102 3.3763 4.8925 0.080
O 0.2374 2.5489 4.6681 0.012
C -0.7964 2.5290 3.6682 -0.176
C -0.7808 3.7497 2.7830 -0.174
C -1.9704 3.7432 1.8190 -0.178
C -1.7918 4.7997 0.7059 -0.177
C -1.7021 4.1625 -0.6720 -0.184
N -0.4023 3.4915 -0.8456 0.100
C -0.4182 2.3603 -1.6515 -0.547
O -1.3769 1.8874 -2.2241 0.108
O 0.8046 1.7910 -1.7809 0.019
C 1.3624 1.2954 -0.5622 -0.122
C 0.5429 0.1795 0.0303 -0.328
O -0.4954 0.6970 0.8662 -0.044
C 1.4484 -0.7420 0.8856 -0.221
N 0.7983 -1.4103 1.9933 0.034
H 2.4526 2.6849 2.3522 0.097
H 1.1650 1.4890 2.4523 0.037
H 2.6813 1.2088 3.2933 0.103
H -1.7275 2.5313 4.2212 0.135
H -0.7527 1.6045 3.1011 0.100
H -0.8595 4.6230 3.4228 0.132
H 0.1282 3.8225 2.1923 0.108
H -2.8437 4.0295 2.3937 0.114
H -2.0899 2.7581 1.3832 0.096
H -0.9106 5.3986 0.9096 0.109
H -2.6576 5.4517 0.6908 0.109
H -1.8108 4.9501 -1.4122 0.123
H -2.5262 3.4727 -0.7760 0.118
H 0.2334 4.1533 -1.2716 0.155
H 1.4462 2.0994 0.1646 0.116
H 2.3569 0.9392 -0.8010 0.138
H 0.0788 -0.4230 -0.7477 0.148
H -1.3003 0.7370 0.3511 0.087
H 2.2615 -0.1558 1.3008 0.101
H 1.8522 -1.5186 0.2508 0.100
H -0.0573 -1.8503 1.6976 0.058
H 0.6335 -0.7862 2.7629 0.058
C -2.4927 -5.7115 1.3803 -0.108
C -3.8120 -5.3138 1.0304 -0.109
C -3.7249 -4.0848 0.4359 -0.146
N -2.4043 -3.7238 0.4147 -0.002
C -1.6468 -4.7113 0.9870 -0.146
H -2.2000 -6.6280 1.8633 0.091
H -4.7197 -5.8687 1.1954 0.091
H -4.4839 -3.4404 0.0274 0.102
H -2.0477 -2.8680 0.0355 0.123
H -0.5768 -4.6174 1.0622 0.103
C -1.0708 -1.9584 -5.0391 -0.113
C -2.0223 -2.7591 -4.3489 -0.111
C -2.5345 -1.9949 -3.3329 -0.141
N -1.9226 -0.7720 -3.3777 0.010
C -1.0336 -0.7396 -4.4118 -0.145
H -0.4822 -2.2419 -5.8961 0.088
H -2.3042 -3.7740 -4.5752 0.070
H -3.2785 -2.2187 -2.5871 0.097
H -2.0941 -0.0034 -2.7514 0.101
H -0.4560 0.1464 -4.6120 0.111
C 4.9756 -1.7849 -4.1420 -0.111
C 3.6322 -1.5568 -4.5480 -0.109
C 2.8313 -1.7765 -3.4601 -0.140
N 3.6410 -2.1328 -2.4140 0.000
C 4.9484 -2.1389 -2.8209 -0.143
H 5.8590 -1.7009 -4.7518 0.090
H 3.2935 -1.2642 -5.5273 0.089
H 1.7614 -1.7103 -3.3442 0.095
H 3.3267 -2.3621 -1.4923 0.123
H 5.7410 -2.3949 -2.1394 0.104
C 3.1913 7.5575 8.1552 -0.122
C 2.3903 6.8057 9.0558 -0.121
C 1.9383 5.7052 8.3753 -0.145
N 2.4321 5.7636 7.1036 0.014
C 3.1970 6.8860 6.9604 -0.147
H 3.7044 8.4818 8.3610 0.085
H 2.1725 7.0443 10.0832 0.085
H 1.3106 4.8887 8.6875 0.104
H 2.2600 5.0823 6.3825 0.105
H 3.6799 7.1106 6.0251 0.103
C -1.6896 -7.7053 -5.3050 -0.110
C -2.4570 -8.0201 -6.4597 -0.114
C -2.5743 -6.8727 -7.1972 -0.143
N -1.9090 -5.8786 -6.5332 0.001
C -1.3656 -6.3777 -5.3811 -0.152
H -1.4086 -8.3765 -4.5114 0.089
H -2.8748 -8.9784 -6.7175 0.088
H -3.0710 -6.6794 -8.1320 0.103
H -1.8327 -4.9280 -6.8427 0.136
H -0.7977 -5.7478 -4.7181 0.102
```

ORCA calculation (ωB97M-V/def2-TZVPD) on a structure of composition C16H28MgO8.

HOMO	-6.78	eV
strongest force on any atom	1.87	eV/Å
2S+1	1
energy relative to the best compared isomer or geometry (same formula, charge and spin)	18.8	kcal/mol
electronic energy	-38873.106	eV
Kohn-Sham gap	7.2	eV

Geometry as XYZ:
```
53
Properties=species:S:1:pos:R:3:nbo_charge:R:1
Mg -0.1655 -0.0233 -0.2819 1.821
C -4.0141 1.7291 -0.8594 -0.627
C -2.5772 2.1456 -1.0922 -0.018
O -1.6488 1.1768 -0.7945 -1.091
H -4.2145 0.9117 -1.5705 0.185
H -4.7306 2.5338 -1.0167 0.198
H -4.1752 1.1930 0.0817 0.182
H -2.2977 3.0228 -0.4744 0.116
H -2.5013 2.5856 -2.1038 0.118
C -0.8891 0.6891 3.5186 -0.643
C 0.3249 -0.0493 2.9016 -0.011
O 0.3855 -0.1041 1.5424 -1.087
H -1.8044 0.6072 2.9274 0.196
H -0.6837 1.7721 3.5101 0.188
H -1.0698 0.5025 4.5792 0.190
H 0.1888 -1.0619 3.3235 0.110
H 1.2361 0.4008 3.3131 0.119
O -1.3509 -1.6701 -0.2184 -0.674
C -2.2501 -2.0274 0.4871 0.858
O -2.0197 -2.4808 1.7077 -0.472
C -3.1696 -2.3500 2.5796 -0.071
C -4.3576 -2.1850 1.6310 -0.440
C -3.7410 -1.9572 0.2487 -0.533
H -2.9785 -1.5760 3.3144 0.210
H -3.2059 -3.3374 3.0395 0.189
H -4.9780 -1.3393 1.9263 0.225
H -4.9914 -3.0690 1.6227 0.215
H -3.9768 -0.9781 -0.1626 0.269
H -3.9626 -2.7664 -0.4480 0.239
O 0.9625 -1.2866 -1.5372 -0.640
C 1.9801 -1.8765 -1.7475 0.833
O 3.0377 -1.7212 -0.9536 -0.461
C 4.1808 -2.4761 -1.3798 -0.068
C 3.6774 -3.3926 -2.4771 -0.439
C 2.2904 -2.8566 -2.8432 -0.532
H 4.5552 -3.0322 -0.5227 0.200
H 4.9463 -1.7722 -1.7055 0.186
H 3.6239 -4.4291 -2.1480 0.220
H 4.3310 -3.3757 -3.3496 0.223
H 1.5365 -3.6377 -2.9385 0.253
H 2.2493 -2.3945 -3.8315 0.250
O 1.3141 1.2322 -1.1746 -0.652
C 1.9841 2.2163 -1.1113 0.838
O 1.8615 3.2691 -1.9342 -0.472
C 2.7505 4.3497 -1.4698 -0.071
C 3.0249 3.9993 -0.0283 -0.448
C 2.9474 2.4854 0.0151 -0.530
H 2.2103 5.2748 -1.6477 0.207
H 3.6089 4.3505 -2.1411 0.184
H 2.2728 4.3871 0.6614 0.226
H 3.9674 4.3367 0.4078 0.226
H 2.4144 2.0535 0.8616 0.277
H 3.8916 2.0017 -0.2368 0.230
```

ORCA calculation (ωB97M-V/def2-TZVPD) on the molecule C16H16ClN3S.

HOMO	-8.03	eV
strongest force on any atom	1.00	eV/Å
2S+1	1
electronic energy	-44679.296	eV
Kohn-Sham gap	8.0	eV
SMILES	S=C(NCCc1ccccc1)N/N=C/c1ccccc1Cl

Geometry as XYZ:
```
37
Properties=species:S:1:pos:R:3:nbo_charge:R:1
S -1.1516 0.7747 5.3242 -0.284
C -0.6055 0.8579 3.7594 0.287
N -0.5612 2.0337 3.1176 -0.576
C -0.3163 2.2589 1.7133 -0.237
C -1.5586 1.9620 0.8475 -0.434
C -1.1492 1.6275 -0.5581 -0.017
C -0.5819 2.5952 -1.3783 -0.176
C -0.1559 2.2752 -2.6543 -0.216
C -0.2949 0.9823 -3.1300 -0.228
C -0.8663 0.0135 -2.3242 -0.204
C -1.2871 0.3356 -1.0461 -0.214
N -0.2016 -0.3147 3.1945 -0.428
N 0.2601 -0.5076 1.9593 -0.212
C 0.4753 -1.7015 1.5663 0.037
C 0.9409 -2.0402 0.2382 -0.125
C 0.6632 -3.3266 -0.2392 -0.169
C 1.0382 -3.7270 -1.5042 -0.239
C 1.7234 -2.8496 -2.3302 -0.142
C 2.0354 -1.5814 -1.8762 -0.242
C 1.6493 -1.1792 -0.6079 0.000
Cl 2.1213 0.3901 -0.0947 0.041
H -0.9743 2.7888 3.6469 0.419
H -0.0052 3.2976 1.5915 0.202
H 0.4971 1.6079 1.3984 0.248
H -2.2321 2.8220 0.8571 0.215
H -2.0883 1.1114 1.2798 0.214
H -0.4720 3.6064 -1.0137 0.199
H 0.2877 3.0364 -3.2796 0.212
H 0.0397 0.7312 -4.1258 0.212
H -0.9786 -0.9979 -2.6875 0.215
H -1.7240 -0.4283 -0.4192 0.211
H -0.3231 -1.1207 3.8159 0.392
H 0.2650 -2.5539 2.2261 0.161
H 0.1274 -4.0109 0.4027 0.214
H 0.8002 -4.7225 -1.8466 0.219
H 2.0223 -3.1536 -3.3215 0.212
H 2.5813 -0.8927 -2.5017 0.232
```

ORCA calculation (ωB97M-V/def2-TZVPD) on a structure of composition C25H15Cl4I2IrN2O9S2.

HOMO (alpha / beta)	-3.94 / -5.20	eV
strongest force on any atom	2.19	eV/Å
total charge	-1
2S+1	6
energy relative to the best compared isomer or geometry (same formula, charge and spin)	78.6	kcal/mol
electronic energy	-138372.103	eV
Kohn-Sham gap (alpha / beta)	6.1 / 5.5	eV

Geometry as XYZ:
```
60
Properties=species:S:1:pos:R:3:lowdin_spin:R:1
Ir -0.2985 0.0923 -0.2286 2.413
I -0.0513 -6.2286 3.8551 0.001
C -0.6223 -4.6631 2.5585 0.010
C -1.0104 -4.9385 1.2604 0.000
C -1.3702 -3.8864 0.4540 0.011
I -2.0581 -4.2224 -1.4981 0.001
C -1.3502 -2.5321 0.8585 0.007
O -1.7091 -1.6033 0.0525 0.113
C -0.9565 -2.3103 2.2095 0.008
C -0.8663 -0.9031 2.7233 0.006
N 0.2200 -0.1946 2.0440 0.076
C 0.6281 1.0641 2.6557 0.009
C 0.5374 2.2170 1.6824 0.025
C 1.3435 3.3390 1.7973 0.000
C 1.1500 4.3984 0.9234 0.017
C 0.1403 4.3077 -0.0268 0.002
C -0.5981 3.1411 -0.0947 0.023
N -0.4073 2.1151 0.7375 0.070
C -0.6001 -3.3630 3.0287 -0.001
H -1.0295 -5.9497 0.8831 0.000
H -0.6983 -0.9293 3.8117 0.003
H -1.8004 -0.3656 2.5201 0.001
H 1.0111 -0.8159 1.8894 0.000
H 1.6486 1.0002 3.0408 0.002
H -0.0526 1.2829 3.4887 0.001
H 2.1242 3.3734 2.5424 0.000
H 1.7735 5.2783 0.9812 0.001
H -0.0439 5.1149 -0.7184 0.001
H -1.3611 3.0002 -0.8460 0.002
H -0.3151 -3.1671 4.0528 0.000
O 3.2664 -0.9600 -1.5436 0.034
S 2.1615 -1.8829 -1.4422 0.011
O 2.5915 -3.2523 -1.2734 0.015
O 1.1869 -1.5524 -0.3721 0.082
C 1.1053 -1.8838 -2.9075 -0.001
C 0.9546 -3.1583 -3.4396 0.000
C 0.0243 -3.4352 -4.4236 0.000
C -0.7883 -2.4178 -4.8947 0.000
C -0.6342 -1.1418 -4.3847 0.000
C 0.3088 -0.8737 -3.3969 -0.001
S 0.0647 0.8593 -2.9558 0.000
O 0.0104 1.6256 -4.1612 0.010
O 2.5481 0.7954 -3.2030 0.456
O -1.2140 0.8243 -2.2447 0.061
H 1.5797 -3.9313 -3.0231 0.000
H -0.0860 -4.4421 -4.7983 0.000
H -1.5475 -2.6136 -5.6360 0.000
H -1.2486 -0.3255 -4.7292 0.000
Cl 4.9136 4.7102 -2.8999 0.015
C 4.2347 3.2600 -2.2823 0.071
C 5.0516 2.3444 -1.6087 0.171
Cl 6.7474 2.5205 -1.6075 0.049
C 4.4351 1.3776 -0.8044 0.132
Cl 5.3511 0.3742 0.2214 0.035
C 3.0522 1.1728 -0.8038 0.263
O 2.2875 0.8988 0.1138 0.324
C 2.3610 1.6126 -2.2516 0.139
O 0.9615 1.6284 -1.8813 0.028
C 2.8854 3.0163 -2.3896 0.231
Cl 1.7814 4.2030 -2.8959 0.076
```